Model A:
13
Properties=species:S:1:pos:R:3:lowdin_charge:R:1 method="wB97M-V/def2-TZVPD" smiles="C=CP.C=P" e_lumo_ev=0.340 gap_ev=9.819
C -0.936 0.265 1.531 -0.1396
C -1.561 0.179 0.381 -0.5074
P -1.835 -1.512 -0.367 0.7783
H -0.301 -0.574 2.020 0.0745
H -1.015 1.145 2.100 0.0298
H -2.051 1.055 0.082 0.0303
H -0.970 -1.175 -1.532 -0.1003
H -0.670 -2.020 0.241 -0.1433
C 2.135 -0.776 0.283 -0.5026
P 2.428 0.296 -0.910 0.7427
H 1.152 -1.129 0.598 -0.0789
H 2.899 -1.280 0.929 0.0020
H 1.116 0.376 -1.383 -0.1854

Model B:
13
Properties=species:S:1:pos:R:3:lowdin_charge:R:1 method="wB97M-V/def2-TZVPD" smiles="CC/P=C/P" e_lumo_ev=-0.185 gap_ev=8.647
C -2.050 0.523 -1.382 -0.1873
C -0.969 0.392 -0.301 -0.5455
P -0.059 -1.179 -0.155 0.8447
C 1.278 -0.549 0.662 -0.8462
P 2.701 -1.564 1.370 0.6016
H -1.832 0.365 -2.454 0.0728
H -2.935 -0.039 -1.145 0.0509
H -2.473 1.530 -1.295 0.0659
H -1.547 0.718 0.529 0.0667
H -0.203 1.050 -0.539 0.0226
H 1.118 0.490 1.360 0.0764
H 3.829 -0.938 0.696 -0.1367
H 3.141 -0.799 2.657 -0.0859

The winner here is model B, beating the second structure by 0.0165 hartree.

Model A:
60
Properties=species:S:1:pos:R:3:lowdin_charge:R:1 method="wB97M-V/def2-TZVPD" smiles="CCCCC(=O)Nc1ccc2c(c1)nc(CN1CCN(C(=O)OCC)CC1)n2C" e_lumo_ev=0.590 gap_ev=8.485
C -7.216 -1.698 -0.441 -0.1137
C -6.081 -0.694 -0.281 -0.2767
C -6.155 0.021 1.067 -0.2097
C -5.063 1.083 1.240 -0.1149
C -3.693 0.424 1.304 -0.4833
O -3.275 -0.098 2.312 0.0790
N -3.026 0.460 0.115 0.1239
C -1.772 -0.079 -0.207 -0.2221
C -1.451 -0.148 -1.574 -0.0411
C -0.243 -0.644 -2.016 -0.0237
C 0.651 -1.075 -1.050 -0.1811
C 0.335 -1.016 0.326 -0.2061
C -0.883 -0.513 0.762 0.0754
N 1.389 -1.515 1.042 0.1828
C 2.303 -1.844 0.173 -0.2666
C 3.622 -2.415 0.593 -0.0991
N 4.542 -1.483 1.226 -0.1557
C 3.996 -0.785 2.388 -0.1484
C 3.817 0.724 2.148 -0.1054
N 3.447 0.974 0.774 -0.0296
C 2.296 1.614 0.481 -0.5457
O 1.514 2.033 1.299 0.0985
O 2.129 1.745 -0.864 -0.0174
C 0.966 2.465 -1.259 -0.2293
C 1.182 3.970 -1.182 -0.0568
C 4.392 0.546 -0.233 -0.1125
C 5.255 -0.594 0.342 -0.1597
N 1.918 -1.604 -1.124 -0.0219
C 2.604 -1.869 -2.356 -0.0169
H -8.181 -1.199 -0.379 0.0707
H -7.151 -2.201 -1.403 0.0676
H -7.170 -2.450 0.344 0.0740
H -6.138 0.043 -1.088 0.1085
H -5.126 -1.217 -0.365 0.1054
H -7.132 0.499 1.166 0.1137
H -6.056 -0.712 1.870 0.1203
H -5.222 1.599 2.188 0.1205
H -5.114 1.814 0.431 0.1113
H -3.519 0.862 -0.670 0.1323
H -2.174 0.203 -2.298 0.1085
H -0.013 -0.688 -3.070 0.1100
H -1.120 -0.461 1.809 0.1148
H 4.140 -2.875 -0.251 0.1125
H 3.416 -3.197 1.331 0.1328
H 4.681 -0.934 3.231 0.1167
H 3.029 -1.225 2.631 0.1017
H 3.019 1.117 2.778 0.1262
H 4.746 1.264 2.368 0.1246
H 0.131 2.170 -0.617 0.1132
H 0.773 2.146 -2.286 0.1186
H 0.301 4.485 -1.555 0.0760
H 1.350 4.261 -0.148 0.0748
H 2.045 4.260 -1.778 0.0763
H 3.840 0.217 -1.113 0.0984
H 5.034 1.385 -0.535 0.1293
H 6.080 -0.170 0.922 0.1201
H 5.690 -1.174 -0.476 0.1190
H 2.596 -0.975 -2.983 0.0975
H 2.110 -2.680 -2.899 0.1011
H 3.637 -2.154 -2.164 0.0813

Model B:
60
Properties=species:S:1:pos:R:3:lowdin_charge:R:1 method="wB97M-V/def2-TZVPD" smiles="CC[C@@H]1CC[C@@](O)(C(=O)NCCN(C(=O)c2ccnc3c2ncn3C)C(C)C)C1" e_lumo_ev=0.513 gap_ev=9.630
C 4.223 5.745 -3.101 -0.1107
C 3.141 5.381 -2.090 -0.2183
C 3.236 3.958 -1.524 -0.3218
C 4.629 3.331 -1.418 -0.1521
C 4.312 1.866 -1.132 -0.0908
C 3.125 1.543 -2.076 -0.4192
O 3.580 0.942 -3.269 0.0048
C 2.146 0.569 -1.419 -0.4064
O 2.029 -0.573 -1.848 0.0680
N 1.453 1.015 -0.353 0.0931
C 0.503 0.164 0.339 -0.1294
C -0.786 0.004 -0.465 -0.1261
N -1.708 -0.914 0.186 -0.0058
C -2.394 -0.421 1.243 -0.4045
O -2.279 0.739 1.618 0.0691
C -3.329 -1.329 1.993 -0.0664
C -4.670 -1.000 2.119 -0.0003
C -5.530 -1.785 2.894 -0.1275
N -5.156 -2.866 3.573 0.1409
C -3.869 -3.147 3.447 -0.2485
C -2.910 -2.455 2.695 -0.1862
N -1.675 -3.068 2.815 0.1419
C -1.899 -4.076 3.610 -0.1274
N -3.192 -4.193 4.031 -0.0564
C -3.759 -5.180 4.923 -0.0138
C -1.907 -2.244 -0.405 -0.3783
C -0.589 -3.003 -0.500 -0.0439
C -2.612 -2.139 -1.755 -0.0399
C 2.505 2.924 -2.395 -0.0683
H 4.042 6.738 -3.514 0.0707
H 5.210 5.753 -2.639 0.0711
H 4.252 5.043 -3.937 0.0747
H 3.191 6.098 -1.265 0.1065
H 2.152 5.513 -2.539 0.1085
H 2.790 3.956 -0.521 0.1351
H 5.146 3.411 -2.376 0.1163
H 5.259 3.792 -0.655 0.1207
H 5.133 1.179 -1.327 0.1251
H 4.012 1.752 -0.087 0.1175
H 3.281 0.018 -3.223 0.0881
H 1.550 1.977 -0.076 0.1369
H 0.958 -0.813 0.497 0.1221
H 0.278 0.606 1.308 0.1249
H -1.265 0.977 -0.580 0.1317
H -0.541 -0.384 -1.451 0.1091
H -5.053 -0.118 1.625 0.1184
H -6.576 -1.514 2.970 0.1042
H -1.149 -4.785 3.930 0.1315
H -2.998 -5.922 5.154 0.0876
H -4.098 -4.711 5.846 0.0931
H -4.608 -5.668 4.448 0.0917
H -2.562 -2.788 0.272 0.1223
H -0.767 -3.993 -0.923 0.0834
H 0.128 -2.489 -1.145 0.0706
H -0.156 -3.124 0.492 0.0689
H -2.818 -3.136 -2.144 0.0817
H -3.557 -1.604 -1.659 0.0824
H -1.995 -1.621 -2.491 0.0770
H 1.421 2.951 -2.276 0.1232
H 2.721 3.118 -3.448 0.1291

The winner here is model B, beating the second structure by 0.0156 hartree.

Model A:
7
Properties=species:S:1:pos:R:3:lowdin_charge:R:1 method="wB97M-V/def2-TZVPD" smiles=ClC(Cl)p1oo1 e_lumo_ev=-0.422 gap_ev=10.199
Cl -1.582 -0.469 1.493 0.4536
C -0.713 0.085 -0.022 -1.2273
Cl -1.629 -0.458 -1.465 0.4939
P 0.972 -0.783 -0.121 0.7690
O 1.978 0.120 0.738 -0.2489
O 1.858 0.336 -0.746 -0.2731
H -0.883 1.169 0.122 0.0328

Model B:
7
Properties=species:S:1:pos:R:3:lowdin_charge:R:1 method="wB97M-V/def2-TZVPD" e_lumo_ev=-0.231 gap_ev=9.931
C -0.281 -0.543 -0.478 -1.4990
O 0.613 0.903 1.748 -0.2951
O 0.578 1.839 0.641 -0.2973
P 1.187 0.383 0.345 0.8217
Cl 0.032 -2.223 -0.276 0.5256
Cl -0.520 -0.051 -2.069 0.5645
H -1.609 -0.309 0.090 0.1795

Model C:
7
Properties=species:S:1:pos:R:3:lowdin_charge:R:1 method="wB97M-V/def2-TZVPD" smiles=ClC(Cl)p1oo1 e_lumo_ev=-0.572 gap_ev=9.922
Cl 1.070 0.033 -2.206 0.5562
C 0.768 -0.192 -0.515 -1.2733
Cl 1.952 0.653 0.581 0.4966
P 0.751 -2.074 -0.286 0.8936
O -0.683 -2.091 0.329 -0.3608
O 0.300 -1.970 1.366 -0.2862
H -0.055 0.217 -0.089 -0.0261

The winner here is model A, beating the second structure by 0.0131 hartree.

Model A:
79
Properties=species:S:1:pos:R:3:mulliken_spin:R:1 method="wB97M-V/def2-TZVPD" s_squared=0.76 total_charge=-1 e_lumo_ev="2.360 / 2.309" multiplicity=2 gap_ev="3.570 / 6.638"
Ba 0.320 -0.652 0.062 0.0553
C -5.425 -0.088 1.449 0.0659
N -4.019 0.152 1.564 0.0558
C -3.393 1.001 2.452 0.0741
C -2.061 0.919 2.191 -0.0512
N -1.833 0.037 1.168 0.0998
C -3.040 -0.419 0.778 0.1301
P -3.438 -1.604 -0.491 0.3480
C -2.261 -3.021 -0.134 0.0928
N -1.076 -2.867 0.465 0.0530
C -0.755 -4.071 1.031 -0.0023
C -1.749 -4.972 0.800 0.0217
N -2.710 -4.301 0.083 0.0019
C -3.923 -4.869 -0.445 0.0215
C -2.525 -0.836 -1.935 0.0402
N -1.471 -0.039 -1.850 0.0076
C -1.345 0.600 -3.049 -0.0036
C -2.349 0.206 -3.881 -0.0030
N -3.109 -0.683 -3.163 -0.0611
C -4.266 -1.380 -3.668 0.0217
H -5.949 0.502 2.199 0.0080
H -5.649 -1.149 1.603 -0.0074
H -5.786 0.189 0.454 -0.0119
H -3.949 1.578 3.171 0.0177
H -1.249 1.436 2.673 0.0090
H 0.161 -4.206 1.582 -0.0005
H -1.862 -6.007 1.075 0.0115
H -4.215 -5.723 0.164 -0.0027
H -3.798 -5.198 -1.480 -0.0021
H -4.714 -4.119 -0.408 0.0028
H -0.543 1.296 -3.229 0.0045
H -2.592 0.470 -4.896 0.0028
H -4.876 -0.696 -4.259 -0.0089
H -4.856 -1.742 -2.828 0.0075
H -3.976 -2.228 -4.293 0.0017
S 2.491 0.212 -2.035 -0.0019
C 1.614 -1.019 -2.887 -0.0008
C 1.771 -1.203 -4.282 -0.0003
C 1.025 -2.139 -4.948 -0.0007
C 0.103 -2.919 -4.241 0.0009
C 0.015 -2.711 -2.883 0.0103
N 0.749 -1.816 -2.218 -0.0012
H 2.484 -0.574 -4.797 0.0000
H 1.147 -2.271 -6.017 0.0003
H -0.518 -3.657 -4.729 0.0018
H -0.686 -3.281 -2.281 -0.0143
C 5.616 -1.043 4.354 0.0000
C 4.139 -1.095 4.696 -0.0001
O 3.437 0.006 4.123 0.0004
P 2.657 -0.085 2.707 -0.0010
S 1.922 -1.904 2.440 0.0013
S 1.522 1.525 2.637 -0.0007
O 3.836 0.027 1.605 0.0000
C 4.360 1.261 1.118 0.0005
C 5.230 1.972 2.135 0.0000
H 6.138 -1.875 4.831 0.0000
H 6.062 -0.109 4.701 0.0000
H 5.756 -1.117 3.276 0.0000
H 3.985 -1.018 5.774 0.0001
H 3.696 -2.032 4.351 0.0003
H 3.528 1.898 0.813 -0.0001
H 4.926 0.990 0.226 -0.0001
H 4.645 2.251 3.011 0.0000
H 5.644 2.878 1.688 0.0000
H 6.054 1.333 2.457 0.0000
C 0.405 4.744 1.668 0.0023
As 0.344 4.607 -0.257 0.0015
C 2.153 4.137 -0.744 -0.0006
C 0.158 6.442 -0.856 -0.0002
S -1.126 3.365 -1.008 0.0025
H 1.075 5.548 1.970 0.0001
H 0.758 3.793 2.062 -0.0005
H -0.604 4.929 2.033 -0.0005
H 2.820 4.977 -0.551 -0.0002
H 2.175 3.863 -1.797 0.0005
H 2.452 3.274 -0.151 0.0000
H 0.899 7.093 -0.395 0.0000
H -0.849 6.775 -0.609 0.0001
H 0.271 6.452 -1.940 0.0001

Model B:
79
Properties=species:S:1:pos:R:3:mulliken_spin:R:1 method="wB97M-V/def2-TZVPD" s_squared=0.76 total_charge=-1 e_lumo_ev="2.410 / 2.334" multiplicity=2 gap_ev="3.582 / 6.619"
Ba 0.586 0.208 -0.058 0.0374
C 4.059 -4.483 1.799 0.0088
N 3.782 -3.276 1.060 0.0488
C 4.574 -2.718 0.086 0.0832
C 3.927 -1.601 -0.344 -0.0511
N 2.762 -1.438 0.348 0.0960
C 2.671 -2.465 1.213 0.1481
P 1.161 -3.192 1.912 0.1966
C 0.047 -3.323 0.483 0.1071
N -0.267 -2.392 -0.424 0.0956
C -0.920 -3.035 -1.437 -0.0491
C -1.016 -4.363 -1.163 0.0781
N -0.407 -4.550 0.054 0.0325
C -0.249 -5.806 0.751 0.0397
C 0.329 -1.814 2.817 0.0821
N -0.351 -0.800 2.309 0.0038
C -1.083 -0.245 3.316 0.0027
C -0.857 -0.937 4.467 -0.0046
N 0.021 -1.940 4.144 -0.0358
C 0.606 -2.880 5.085 0.0463
H 5.019 -4.881 1.481 0.0070
H 4.091 -4.286 2.873 0.0013
H 3.283 -5.231 1.614 0.0026
H 5.508 -3.164 -0.207 0.0209
H 4.214 -0.915 -1.124 0.0069
H -1.231 -2.516 -2.330 -0.0062
H -1.440 -5.184 -1.714 0.0224
H -0.728 -6.594 0.174 0.0085
H 0.811 -6.046 0.873 -0.0133
H -0.704 -5.762 1.741 -0.0023
H -1.711 0.613 3.139 -0.0013
H -1.229 -0.814 5.469 0.0003
H -0.035 -2.949 5.961 -0.0004
H 0.688 -3.860 4.621 -0.0188
H 1.600 -2.558 5.394 -0.0051
S 1.428 -0.530 -3.152 0.0077
C 0.533 0.889 -3.536 0.0030
C 0.436 1.383 -4.864 -0.0005
C -0.248 2.549 -5.116 0.0004
C -0.840 3.249 -4.061 -0.0003
C -0.719 2.712 -2.799 0.0003
N -0.077 1.565 -2.538 0.0024
H 0.920 0.829 -5.657 0.0007
H -0.315 2.928 -6.130 -0.0001
H -1.367 4.180 -4.218 0.0000
H -1.142 3.213 -1.932 -0.0001
C 0.828 6.727 3.341 0.0001
C 0.539 5.274 3.051 -0.0002
O 0.839 5.032 1.673 0.0001
P 0.704 3.516 1.134 0.0013
S 1.988 2.326 2.063 -0.0059
S -1.159 2.892 1.035 -0.0015
O 1.170 3.734 -0.393 0.0015
C 2.507 4.136 -0.723 0.0010
C 2.783 3.681 -2.139 -0.0008
H 0.643 6.937 4.396 0.0000
H 0.191 7.373 2.737 0.0000
H 1.870 6.958 3.116 0.0000
H -0.511 5.033 3.230 0.0000
H 1.154 4.615 3.668 0.0002
H 3.202 3.681 -0.017 -0.0004
H 2.576 5.221 -0.631 0.0000
H 2.836 2.592 -2.197 0.0005
H 3.731 4.097 -2.488 0.0001
H 1.985 4.014 -2.806 -0.0001
C -4.829 -2.144 -1.865 0.0031
As -4.449 -0.305 -1.432 0.0032
C -5.967 0.684 -2.100 0.0003
C -3.030 0.164 -2.631 -0.0028
S -4.067 0.016 0.577 0.0003
H -5.165 -2.225 -2.899 0.0001
H -5.591 -2.516 -1.185 0.0010
H -3.909 -2.708 -1.719 -0.0034
H -6.284 0.308 -3.072 0.0000
H -5.660 1.725 -2.184 0.0000
H -6.777 0.606 -1.379 0.0000
H -3.329 0.015 -3.669 0.0002
H -2.151 -0.439 -2.411 0.0000
H -2.785 1.205 -2.460 -0.0003

The winner here is model B, beating the second structure by 0.0179 hartree.